Density functional theory data (wB97M-V/def2-TZVPD) for an isolated molecule of C5H9N.

## Properties
net charge	0
molar mass	83.13	g mol⁻¹
energy above the lowest of the compared OMol25 structures with the same formula, charge and spin	61.4	kcal/mol
E_LUMO	1.2	eV

Last columns: bonded neighbours and bond lengths (Å).
Atoms and positions in Å:
1 C 2.23 -1.04 1.00  C2 1.456, H7 1.105, H8 1.104
2 C 0.80 -0.90 0.82  C1 1.456, C3 1.489, H9 1.156
3 C 0.15 -0.19 -0.32  C2 1.489, C4 1.527, C6 1.600, H10 1.146
4 C -0.25 1.24 0.03  C3 1.527, N5 1.439, H11 1.109, H12 1.133
5 N -1.36 1.15 -0.88  C4 1.439, C6 1.568, H13 1.022
6 C -1.39 -0.41 -0.71  C3 1.600, N5 1.568, H14 1.102, H15 1.099
7 H 2.67 -1.56 1.87  C1 1.105
8 H 2.84 -0.64 0.17  C1 1.104
9 H 0.07 -1.22 1.65  C2 1.156
10 H 0.74 -0.17 -1.30  C3 1.146
11 H 0.52 2.01 -0.17  C4 1.109
12 H -0.64 1.35 1.09  C4 1.133
13 H -2.22 1.66 -0.70  N5 1.022
14 H -1.65 -1.02 -1.58  C6 1.102
15 H -2.02 -0.60 0.17  C6 1.099

Atomic partial charges in e from the Mulliken method, atoms 1 to 5: -0.74, -0.23, 0.01, -0.42, -0.51